1.
{"formula": "C4H10N2O", "method": "ωB97M-V/def2-TZVPD", "smiles": "NCCNCC=O", "total_charge": 0, "relative_energy_ev": 3.560, "e_homo_ev": -8.62, "lumo_energy_ha": 0.0359, "species": ["N", "C", "C", "N", "C", "C", "O", "H", "H", "H", "H", "H", "H", "H", "H", "H", "H"], "xyz": [[1.0339, -2.1760, -1.0865], [1.3439, -0.7206, -1.1730], [0.0812, 0.0399, -1.0124], [-0.0215, 0.2604, 0.4602], [-0.7425, 1.4540, 0.8893], [-1.7087, 1.0464, 1.9741], [-1.7451, -0.0993, 2.2650], [1.8294, -2.8667, -1.0981], [0.5630, -2.1865, -0.1845], [1.8594, -0.3520, -2.0975], [2.0222, -0.3687, -0.3013], [-0.8082, -0.4976, -1.4853], [0.1323, 0.8938, -1.7125], [-0.2993, -0.7030, 0.8858], [-0.0895, 2.3826, 1.1797], [-1.1916, 2.0693, 0.1438], [-2.2590, 1.8240, 2.3532]], "forces_ev_per_a": [[0.7, 0.1, -0.2], [2.6, -0.3, -0.1], [-1.2, 0.0, -0.2], [-0.6, -0.4, -1.2], [1.4, 0.1, 1.0], [2.6, 0.1, -2.6], [-1.1, -1.7, 1.5], [-1.0, 1.5, 0.3], [0.2, -1.0, -0.1], [-0.3, -1.2, 0.4], [-0.9, -0.6, -1.4], [0.9, 0.1, 0.9], [0.1, 0.5, 1.3], [0.0, 3.1, -0.5], [-0.2, -1.9, 0.6], [-1.3, -0.5, -1.4], [-2.0, 1.9, 1.6]], "lowdin_charge": [-0.02, -0.32, -0.27, -0.08, -0.20, -0.25, 0.07, 0.09, 0.04, 0.11, 0.13, 0.13, 0.11, 0.14, 0.15, 0.10, 0.09]}



2.
{"formula": "H12O6", "method": "ωB97M-V/def2-TZVPD", "smiles": "O.O.O.O.O.O", "total_charge": 0, "relative_energy_ev": 0.441, "e_homo_ev": -11.00, "lumo_energy_ha": 0.0166, "species": ["O", "H", "H", "O", "H", "H", "O", "H", "H", "O", "H", "H", "O", "H", "H", "O", "H", "H"], "xyz": [[-2.6823, 0.9474, -0.8072], [-2.6591, 1.8344, -0.3971], [-2.4160, 0.3781, -0.0585], [0.9129, 0.5255, 2.2207], [1.0950, 1.4337, 2.4343], [1.6612, 0.2856, 1.5991], [-1.1228, -0.3733, 0.7023], [-0.4296, 0.0428, 1.2686], [-1.5460, -0.9975, 1.2988], [2.7608, -0.3674, 0.5188], [2.0186, -0.8042, 0.0116], [3.1587, -1.0948, 1.0284], [0.8031, -1.4301, -0.9008], [0.0715, -1.5021, -0.2685], [0.4779, -0.8460, -1.6289], [-0.4963, 0.3271, -2.4515], [-1.4250, 0.4150, -2.0682], [-0.1828, 1.2260, -2.5019]], "forces_ev_per_a": [[-0.6, 0.9, 0.3], [-0.1, -0.5, -0.6], [0.3, 0.1, -0.4], [0.3, -0.5, -0.5], [-0.1, 0.6, 0.3], [-0.2, -0.1, 0.3], [-0.1, -0.6, 0.8], [0.1, 0.2, 0.0], [-0.1, -0.2, 0.2], [-0.1, -0.5, 0.5], [0.3, 0.1, -0.4], [-0.1, 0.4, -0.3], [0.3, -0.4, -0.2], [0.0, 0.3, -0.5], [-0.1, -0.2, 0.6], [-1.5, -0.2, 0.1], [1.4, 0.0, -0.3], [0.2, 0.4, 0.0]], "lowdin_charge": [-0.09, 0.07, 0.00, -0.07, 0.05, 0.01, -0.07, 0.03, 0.08, -0.08, 0.00, 0.07, -0.08, 0.03, 0.03, -0.07, 0.05, 0.05]}



3.
{"formula": "C2H6ClIO2Si", "method": "ωB97M-V/def2-TZVPD", "total_charge": 0, "relative_energy_ev": 4.275, "e_homo_ev": -8.00, "lumo_energy_ha": -0.0570, "species": ["C", "C", "O", "O", "Si", "Cl", "I", "H", "H", "H", "H", "H", "H"], "xyz": [[1.1105, 1.3834, -1.9363], [-0.7140, -2.1270, 1.0203], [1.7609, 1.4180, -0.7562], [-0.3058, -0.9770, 1.7101], [-0.2878, 0.5751, 1.3508], [0.3222, 1.5538, 2.9422], [-2.1927, 1.2803, 0.0310], [0.1142, 1.8774, -1.8965], [0.9611, 0.3573, -2.3291], [1.6798, 1.9473, -2.6934], [-1.7497, -2.0277, 0.6910], [-0.6251, -2.9654, 1.7101], [-0.0736, -2.2956, 0.1559]], "forces_ev_per_a": [[-0.7, -0.1, -0.6], [-0.2, -0.6, -0.4], [-0.9, -0.7, 2.5], [0.4, 0.6, 0.5], [0.9, 0.2, -2.4], [0.1, 0.6, 0.5], [0.4, -0.1, 0.3], [0.1, -0.1, -0.2], [0.0, 0.1, -0.1], [0.0, 0.0, -0.1], [0.0, 0.0, 0.0], [0.0, 0.0, -0.1], [0.0, 0.0, 0.0]], "lowdin_charge": [-0.40, -0.13, -0.30, -0.37, -0.22, 0.42, 0.58, 0.01, 0.06, 0.07, 0.07, 0.09, 0.10]}



4.
{"formula": "C4H11NOPS", "method": "ωB97M-V/def2-TZVPD", "total_charge": 1, "relative_energy_ev": 2.568, "e_homo_ev": -13.19, "lumo_energy_ha": -0.1448, "species": ["C", "C", "C", "C", "N", "O", "P", "S", "H", "H", "H", "H", "H", "H", "H", "H", "H", "H", "H"], "xyz": [[1.2229, -0.2462, 2.1183], [-1.9740, -0.3234, -1.2195], [-0.0629, -0.0609, 1.3931], [0.2799, -0.4763, -0.5295], [-0.6918, 0.4205, -1.1646], [2.1767, 0.4928, 1.9628], [2.0234, 0.0702, -0.7273], [-0.4879, 1.6851, 1.3853], [1.2904, -0.9455, 3.0016], [-2.1028, -0.9694, -0.3344], [-2.7638, 0.4143, -1.0166], [-1.9461, -1.0269, -2.0204], [-0.8800, -0.6694, 1.6572], [0.0188, -1.5504, -0.6355], [-0.7867, 1.3217, -0.4599], [-0.6168, 0.7580, -2.0976], [1.7267, 0.1481, -2.0986], [2.7515, -1.1747, -0.7619], [0.8223, 2.1323, 1.5476]], "forces_ev_per_a": [[1.1, 0.2, 2.1], [-1.1, 0.3, 2.6], [1.1, 0.9, -3.3], [0.5, 0.0, 3.0], [-1.1, -0.5, 2.1], [-0.8, -0.5, -0.2], [0.4, 0.3, -1.0], [0.6, 0.2, 0.7], [-0.4, -0.1, -1.1], [0.6, 0.3, -0.1], [-0.2, -0.4, -1.4], [-0.6, 0.2, -1.1], [-0.8, -0.7, 0.6], [0.1, 1.0, 0.0], [0.4, -1.3, -1.0], [1.4, 0.4, -1.0], [0.6, -0.1, -0.5], [-0.7, 0.3, 0.0], [-1.0, -0.4, -0.4]], "lowdin_charge": [-0.35, -0.03, -0.46, -0.48, -0.14, -0.06, 0.92, 0.89, 0.15, 0.10, 0.12, 0.11, 0.07, 0.12, 0.05, 0.15, -0.09, -0.04, -0.02]}